Computed, not measured: 2 unconnected molecules or ions with the total composition C10H16, with ωB97M-V with the def2-TZVPD basis set.

```
26
Properties=species:S:1:pos:R:3:forces:R:3:mulliken_charge:R:1
C 1.3550 -1.5911 2.5047 -0.08 -0.38 -0.79 -0.323
C 1.5193 -0.3340 3.3424 0.66 0.56 -0.15 -1.053
C 0.9028 -1.1662 1.0972 0.21 0.30 0.45 -0.956
H 2.2835 -2.1561 2.4428 0.22 0.08 0.06 0.300
H 0.6319 -2.2886 2.9213 -0.16 0.05 0.26 0.294
H 0.5755 0.0963 3.6777 -0.03 -0.27 0.25 0.300
H 0.6897 -1.9143 0.3323 -0.05 -0.34 0.41 0.393
H 1.9687 0.4608 2.7332 -0.05 -0.13 -0.17 0.263
H 2.2420 -0.4323 4.1553 -0.44 -0.25 0.29 0.334
H 0.0146 -0.5576 1.2619 -0.09 0.09 -0.46 0.189
H 1.6902 -0.5340 0.6812 -0.15 0.16 -0.06 0.271
C 0.0306 -0.2490 -3.4187 0.20 -0.93 0.21 -1.484
C -2.5952 0.9671 -0.9997 -0.09 -0.54 0.20 -0.349
C -1.9856 0.2215 -1.9848 0.42 0.32 -0.64 -0.527
C -1.8300 1.7657 -0.1418 -0.77 -1.04 0.33 -0.483
C -0.6106 0.3431 -2.1994 0.57 -0.02 0.19 0.746
C -0.4597 1.6883 -0.1996 0.24 0.56 -0.53 -0.413
C 0.1522 0.9931 -1.2477 -0.13 0.91 0.02 -0.379
H -3.6575 0.8173 -0.8396 0.00 0.39 -0.01 0.361
H -2.5260 -0.4028 -2.6893 -0.30 0.10 0.19 0.398
H -2.3572 2.2546 0.6629 0.17 0.37 0.06 0.343
H 0.1386 2.2808 0.4806 0.08 -0.16 0.10 0.396
H -0.4800 0.0473 -4.3265 -0.06 0.07 -0.19 0.358
H -0.0173 -1.3356 -3.3380 -0.30 -0.20 -0.21 0.318
H 1.2218 1.1092 -1.3795 0.02 -0.25 0.00 0.341
H 1.1028 -0.0836 -3.5286 -0.10 0.56 0.18 0.362
```
Forces are in eV/Å.

HOMO-LUMO gap (eV): 10.019
Molecular weight (g/mol): 136.24
SMILES string: Cc1ccccc1.CCC
HOMO (hartree): -0.3311
LUMO energy (hartree): 0.037
Strongest force on any atom (eV/A): 1.33
ΔE to the lowest compared entry with this formula, charge and spin (kJ/mol): 48.33

***

Computed, not measured: 5 unconnected molecules or ions with the total composition C21H47BBrFN4O5, with ωB97M-V with the def2-TZVPD basis set.

```
80
Properties=species:S:1:pos:R:3:forces:R:3:mulliken_charge:R:1
C 5.6299 0.8968 3.9608 -0.16 0.17 0.31 -1.225
C 4.3994 1.8515 3.7428 1.94 -0.02 0.32 -0.011
O 4.3155 2.1311 2.3492 -0.98 -0.83 0.51 -0.426
C 2.9810 2.0547 1.8569 -0.45 1.08 -1.29 -0.183
C 2.2241 3.4442 1.9357 -0.44 -0.29 -0.39 -0.539
C 0.7281 3.2832 2.3715 0.55 -0.54 0.42 -0.023
C 0.5804 3.0815 3.9178 -0.61 0.86 -0.04 -0.061
C -0.9076 2.7145 4.3112 0.93 -0.53 -0.85 -0.770
B -1.3171 1.2181 3.9149 -0.49 0.45 0.17 0.304
Br -0.0128 -0.2678 4.0052 -0.47 0.72 -0.01 -0.251
C -2.8237 0.9126 3.4513 0.64 -1.26 -0.46 -0.415
C -3.0489 -0.5531 2.9681 -0.17 0.56 0.07 -0.430
F -4.4353 -0.7740 2.8097 0.40 0.02 0.02 -0.337
H 5.8214 0.7130 5.0446 -0.29 0.21 -0.64 0.368
H 6.5579 1.3635 3.5591 -0.72 -0.32 0.09 0.287
H 5.4777 -0.0974 3.4881 0.02 0.70 0.13 0.275
H 4.6548 2.8191 4.2452 -0.55 -0.71 0.01 0.248
H 3.4875 1.3899 4.1750 0.35 0.39 -0.41 0.144
H 3.0689 1.8266 0.7707 -0.01 -0.09 0.84 0.149
H 2.3767 1.2247 2.2890 0.55 0.47 0.09 0.207
H 2.2182 3.8843 0.9116 0.07 -0.23 0.75 0.253
H 2.7729 4.1838 2.5646 -0.42 -0.64 -0.18 0.314
H 0.1429 4.1596 2.0245 0.30 -0.45 0.31 -0.100
H 0.3099 2.3779 1.8572 0.27 0.61 0.23 0.186
H 1.3101 2.3332 4.3019 -0.55 0.47 -0.27 -0.101
H 0.7974 4.0681 4.3991 0.13 -0.77 -0.28 0.348
H -1.0821 2.8844 5.3968 0.01 -0.11 -0.58 0.388
H -1.5690 3.3930 3.7188 0.24 -0.34 0.65 0.192
H -3.5150 1.1244 4.2988 0.36 0.06 -0.57 0.323
H -3.0511 1.5778 2.5819 -0.02 -0.21 0.82 0.300
H -2.6731 -1.3218 3.6706 -0.23 0.52 -0.30 0.258
H -2.5866 -0.7106 1.9736 -0.16 0.04 0.55 0.287
C 4.8746 -0.3741 -1.1639 0.02 0.12 0.00 -1.327
C 3.5717 -1.0161 -0.7595 -0.31 -0.13 0.12 0.891
O 2.6472 -0.3681 -0.2893 0.02 0.04 -0.09 -0.647
N 3.4486 -2.3577 -0.9338 0.16 0.49 -0.01 -0.082
C 4.4227 -3.2842 -1.4709 -0.42 -0.21 0.11 -0.858
H 4.8247 0.6942 -0.9664 -0.10 -0.08 0.06 0.256
H 5.6976 -0.7957 -0.5847 0.06 -0.01 -0.14 0.371
H 5.0525 -0.5228 -2.2304 0.14 -0.06 0.05 0.397
H 2.5534 -2.7224 -0.6427 0.05 -0.15 -0.05 0.136
H 3.9920 -3.7692 -2.3486 0.20 -0.15 0.01 0.202
H 4.6351 -4.0416 -0.7143 0.15 -0.10 -0.18 0.290
H 5.3495 -2.7920 -1.7526 -0.10 0.10 0.06 0.386
C 0.6127 -3.8032 -3.4225 0.08 0.02 -0.07 -1.235
C 0.4088 -4.4523 -2.0777 -0.11 -0.17 0.33 0.765
O 1.3074 -5.0534 -1.5008 0.16 0.14 -0.06 -0.679
N -0.8196 -4.3509 -1.5119 0.41 0.13 -0.36 -0.120
C -1.9965 -3.6850 -2.0375 -0.16 -0.16 0.59 -0.710
H 1.6378 -3.9661 -3.7476 -0.03 -0.06 0.12 0.228
H -0.0600 -4.2454 -4.1591 -0.04 0.15 -0.01 0.439
H 0.4371 -2.7283 -3.3520 -0.09 -0.03 -0.11 0.350
H -0.8868 -4.8068 -0.6158 -0.04 -0.02 -0.02 0.225
H -2.3034 -2.9100 -1.3301 -0.06 0.11 -0.17 0.243
H -2.7953 -4.4184 -2.1346 -0.06 0.17 -0.19 0.219
H -1.8091 -3.2310 -3.0061 0.07 -0.08 0.05 0.287
C -5.6326 -4.8319 -4.2548 0.00 0.08 0.03 -1.219
C -4.7103 -6.0179 -4.1324 0.25 -0.20 0.08 0.798
O -3.6501 -5.9581 -3.5272 -0.11 0.01 -0.06 -0.630
N -5.0950 -7.1796 -4.7241 -0.07 0.40 0.08 -0.190
C -6.3048 -7.4424 -5.4782 0.33 -0.37 0.06 -0.849
H -5.1952 -3.9824 -3.7359 0.07 -0.11 0.00 0.232
H -5.7668 -4.5659 -5.3046 -0.16 -0.01 0.04 0.356
H -6.5982 -5.0572 -3.7994 -0.05 0.06 -0.14 0.363
H -4.4326 -7.9297 -4.6030 -0.02 -0.01 -0.01 0.239
H -6.8562 -8.2486 -4.9902 -0.17 0.06 -0.14 0.285
H -6.0300 -7.7606 -6.4859 -0.22 0.03 -0.04 0.286
H -6.9413 -6.5651 -5.5435 0.09 0.00 0.05 0.320
C 0.2629 7.4475 -1.3181 0.05 0.02 -0.07 -1.379
C 0.0656 6.7924 0.0248 0.17 -0.20 0.26 0.849
O 0.9618 6.1860 0.5896 -0.04 0.09 -0.09 -0.588
N -1.1624 6.8961 0.6036 0.19 0.09 -0.31 -0.139
C -2.3397 7.5687 0.0915 -0.02 -0.24 0.46 -0.886
H 1.2844 7.2812 -1.6507 -0.03 -0.06 0.13 0.281
H -0.4170 7.0129 -2.0529 -0.04 0.16 -0.03 0.391
H 0.0931 8.5229 -1.2412 -0.10 -0.03 -0.13 0.384
H -1.2240 6.4364 1.4984 -0.02 0.02 0.00 0.181
H -2.6414 8.3417 0.8014 -0.14 0.07 -0.17 0.297
H -3.1482 6.8410 -0.0046 -0.11 0.17 -0.12 0.291
H -2.1568 8.0266 -0.8761 0.07 -0.05 0.05 0.336
```
Forces are in eV/Å.

HOMO-LUMO gap (eV): 9.252
Molecular weight (g/mol): 545.34
SMILES string: CCOCCCCCB(Br)CCF.CNC(C)=O.CNC(C)=O.CNC(C)=O.CNC(C)=O
HOMO (hartree): -0.3196
LUMO energy (hartree): 0.020
Strongest force on any atom (eV/A): 1.96

***

Computed, not measured: a single C5H9N molecule, with ωB97M-V with the def2-TZVPD basis set.

```
15
Properties=species:S:1:pos:R:3:forces:R:3:mulliken_charge:R:1
C 1.3384 -0.3188 -0.9573 -0.01 -0.07 -0.21 -0.614
C 1.9064 0.4675 0.1931 0.11 0.09 0.10 -0.580
C 0.6168 -0.2758 0.3589 0.04 -0.13 0.07 0.046
N -0.5859 0.5183 0.5071 0.19 0.06 0.04 -0.337
C -1.7932 -0.1715 0.9195 -0.16 -0.11 0.13 -0.433
C -1.6529 0.3456 -0.4628 -0.16 0.01 -0.22 -0.423
H 0.9063 0.2372 -1.7861 0.07 -0.06 0.18 0.290
H 1.8342 -1.2415 -1.2442 -0.11 0.12 0.04 0.243
H 2.8013 0.1071 0.6946 -0.19 0.05 -0.11 0.241
H 1.8051 1.5461 0.1351 0.05 -0.13 0.05 0.253
H 0.6420 -1.1816 0.9635 -0.03 0.14 -0.09 0.302
H -1.7396 -1.2544 1.0448 0.01 0.19 -0.04 0.250
H -2.4130 0.3428 1.6522 0.13 -0.08 -0.15 0.241
H -2.1450 1.2682 -0.7610 0.00 -0.18 0.03 0.224
H -1.5208 -0.3892 -1.2575 0.05 0.12 0.16 0.296
```
Forces are in eV/Å.

HOMO-LUMO gap (eV): 10.028
Molecular weight (g/mol): 83.13
SMILES string: C1CC1N1CC1
HOMO (hartree): -0.3208
LUMO energy (hartree): 0.048
Strongest force on any atom (eV/A): 0.27
ΔE to the lowest compared entry with this formula, charge and spin (kJ/mol): 219.59

***

Computed, not measured: 2 unconnected molecules or ions with the total composition C8H13N2O, with ωB97M-V with the def2-TZVPD basis set.

```
24
Properties=species:S:1:pos:R:3:forces:R:3:mulliken_charge:R:1
C 2.8737 0.9563 -0.6158 -1.59 3.08 -2.17 -0.202
C 3.0174 -0.8358 0.7346 -2.50 -1.21 -0.42 -0.396
C 1.4591 0.9628 -0.5589 1.55 0.84 -0.74 -0.194
C 1.6026 -0.8872 0.7466 1.59 -0.31 0.82 -0.100
C -1.0028 -0.8449 -1.6676 1.11 1.05 -0.66 -1.204
C -1.6741 -1.1381 0.7701 -0.22 -1.47 0.21 -1.385
C -1.9762 1.7545 0.8030 -1.70 2.23 0.50 -0.751
C -1.4074 -0.2322 -0.3788 2.23 -0.93 -0.32 1.273
N 3.5659 0.0458 -0.0179 2.70 1.75 -1.01 -0.460
N 0.8822 0.0191 0.0918 -1.23 -2.23 1.87 -0.034
O -1.6127 1.0165 -0.3893 -0.62 1.09 -0.29 -0.253
H 3.3231 1.7916 -1.2691 -0.12 -1.61 1.22 0.292
H 3.7159 -1.5724 1.0641 -0.21 -0.65 0.97 0.401
H 0.7651 1.6454 -1.0506 0.61 0.25 -0.17 0.437
H 1.1437 -1.6749 1.3377 -0.38 0.12 -0.22 0.319
H -0.5322 -1.8348 -1.4916 -0.22 0.86 -0.42 0.342
H -0.5277 -0.1535 -2.4687 -0.15 -1.07 1.89 0.326
H -1.9364 -0.9503 -2.1250 -1.93 -0.98 -0.96 0.464
H -0.7838 -1.1885 1.4404 -0.82 0.09 -0.52 0.297
H -2.4946 -0.7289 1.3077 -0.67 0.27 0.83 0.526
H -1.9972 -2.2175 0.5215 0.80 1.82 -0.16 0.328
H -3.0960 1.9978 0.8054 1.18 -1.56 0.14 0.291
H -1.7223 2.8913 0.7533 0.98 -2.37 -0.24 0.282
H -1.5853 1.1778 1.6569 -0.38 0.94 -0.15 0.401
```
Forces are in eV/Å.

HOMO-LUMO gap (eV): 9.104
Molecular weight (g/mol): 153.20
HOMO (hartree): -0.4770
LUMO energy (hartree): -0.142
Strongest force on any atom (eV/A): 4.09
Net charge: +1
ΔE to the lowest compared entry with this formula, charge and spin (kJ/mol): 275.99

***

Computed, not measured: a molecular structure, C19H22N2O5PRuS2, with ωB97M-V with the def2-TZVPD basis set.

```
52
Properties=species:S:1:pos:R:3:forces:R:3:lowdin_spin:R:1
Ru 11.1803 9.1496 9.3192 0.14 -0.37 0.03 2.552
C 15.9176 9.3048 6.0002 -0.26 -0.16 0.95 0.000
O 15.0979 9.6616 7.1120 0.01 -0.19 -0.02 0.005
C 14.3742 10.8210 7.0791 0.91 -0.18 -0.54 0.011
C 14.7001 11.8472 6.2298 0.04 0.34 -0.81 0.000
C 13.9372 13.0276 6.2173 0.67 0.37 -0.58 0.015
C 12.9344 13.1851 7.1108 -1.55 -0.19 0.85 -0.001
C 12.5575 12.1405 7.9891 0.30 -1.10 -0.64 0.017
C 11.3821 12.3045 8.8112 0.89 -0.10 -0.05 0.015
N 10.7728 11.3549 9.4215 0.48 0.07 -0.62 0.019
N 9.8201 11.7806 10.2998 -0.30 0.32 0.33 0.012
C 9.6482 10.8892 11.2199 -0.73 -0.63 0.58 0.005
O 10.2004 9.7292 11.3019 0.47 -0.10 -0.65 0.143
C 8.7541 11.2441 12.3672 0.56 1.16 0.04 0.004
C 8.3204 12.5666 12.5500 0.05 -0.74 0.52 0.000
C 7.7625 12.9852 13.7565 0.15 0.51 -0.06 0.001
C 7.6285 12.0984 14.8218 0.97 -1.31 -1.76 -0.001
C 8.0454 10.7658 14.6087 -0.42 0.91 0.22 0.000
C 8.6221 10.3584 13.4103 -0.79 -0.83 0.74 0.000
C 13.2662 10.8994 7.9664 -0.23 0.88 0.15 0.010
O 13.0068 9.8771 8.7117 0.15 -0.35 0.25 0.140
H 16.1353 8.2457 6.1993 0.16 0.40 -0.33 0.000
H 16.8429 9.8920 5.9284 -0.10 -0.07 0.21 0.000
H 15.3776 9.4155 5.0716 -0.27 -0.04 -0.40 0.000
H 15.4979 11.7527 5.4730 -0.39 -0.10 0.65 0.000
H 14.1419 13.8003 5.4765 0.06 -0.16 0.22 0.001
H 12.2490 14.0387 7.1228 0.52 0.02 -0.19 0.000
H 11.1194 13.3453 8.9741 -0.56 -0.04 0.22 0.001
H 8.5347 13.2415 11.7546 -0.08 0.53 -0.40 0.000
H 7.5241 14.0506 13.8864 -0.03 -0.53 -0.07 0.000
H 7.2917 12.4037 15.7705 -0.52 0.36 0.96 0.000
H 7.9158 10.0590 15.4112 0.08 -0.21 0.15 0.000
H 8.9031 9.3097 13.3008 0.20 0.42 -0.07 0.000
C 7.1779 6.6918 10.9310 -0.17 0.46 -0.78 0.000
C 8.4238 7.3486 10.3953 0.40 -0.76 0.60 0.009
O 8.0397 8.1090 9.2402 0.43 0.04 -0.20 0.024
P 9.2178 8.4953 8.2141 -0.92 0.51 -1.82 0.039
S 8.7205 10.0491 7.0339 0.35 -0.97 0.81 0.063
S 11.6954 7.0104 9.3540 -0.11 1.13 0.05 0.877
O 9.1952 7.1371 7.2569 0.73 0.62 0.82 0.010
C 10.1418 7.0610 6.1434 -1.87 0.87 0.68 0.008
C 9.4856 6.1823 5.1352 0.46 0.91 -1.37 0.000
H 7.3575 6.1661 11.8575 0.03 -0.13 0.23 0.000
H 6.7792 6.0305 10.1669 -0.07 -0.33 0.06 0.000
H 6.4429 7.4815 11.0564 -0.24 0.02 0.36 0.000
H 9.1969 6.5958 10.1463 -0.44 0.34 -0.06 0.011
H 8.8640 8.0100 11.1445 -0.03 0.06 -0.20 0.000
H 11.0623 6.6965 6.5012 1.20 -0.57 0.49 0.008
H 10.2695 8.0680 5.7749 0.14 0.34 -0.29 0.000
H 9.4600 5.1801 5.5018 -0.58 -0.72 0.15 0.000
H 10.1006 6.1861 4.2197 -0.07 -0.12 0.20 0.000
H 8.5234 6.6322 4.8386 0.17 -0.60 0.37 0.000
```
Forces are in eV/Å.

HOMO-LUMO gap (alpha / beta) (eV): 7.154 / 6.463
Molecular weight (g/mol): 554.57
HOMO (alpha / beta) (hartree): -0.1622 / -0.1776
LUMO energy (alpha / beta) (hartree): 0.101 / 0.060
Expectation value of S²: 6.03
Strongest force on any atom (eV/A): 2.40
2S+1: 5
Net charge: -1

***

Computed, not measured: a single C17H23N2O3P molecule, with ωB97M-V with the def2-TZVPD basis set.

```
46
Properties=species:S:1:pos:R:3:forces:R:3:mulliken_charge:R:1
C -1.4299 1.8268 4.4271 0.21 0.02 -0.18 -1.386
H -1.7638 2.8137 4.7392 -0.10 0.09 0.09 0.337
H -2.2865 1.2828 4.0357 -0.15 -0.07 0.02 0.338
C -0.3398 1.9382 3.3693 -0.09 0.12 -0.15 0.096
C -0.8415 2.6813 2.1348 -0.16 -0.20 0.54 -0.465
H -1.7160 2.1819 1.7127 -0.02 0.09 0.05 0.147
H -1.1187 3.7072 2.4011 -0.06 -0.16 -0.04 0.420
O 0.1818 2.8042 1.1574 0.19 -0.19 -0.43 -0.450
P 0.4734 1.8162 -0.0714 -1.11 0.12 0.68 1.069
O 1.6940 2.2623 -0.7363 0.66 -0.08 -0.53 -0.787
C 0.4783 0.0939 0.4824 0.03 0.83 -0.25 -0.129
C 1.6763 -0.5976 0.3650 -0.03 0.08 0.00 -1.121
C 1.7682 -1.9230 0.7241 0.11 -0.18 0.01 -0.402
C 0.6500 -2.6177 1.2162 0.07 0.14 0.03 0.907
N 0.7337 -3.9286 1.5975 0.01 -0.19 0.04 0.089
C -0.4644 -4.6688 1.9123 -0.16 0.09 0.05 -1.031
H -0.2079 -5.7060 2.1132 0.01 0.04 0.00 0.303
H -1.1813 -4.6477 1.0847 -0.05 -0.02 0.03 0.361
H -0.9478 -4.2627 2.8052 -0.08 -0.05 -0.03 0.297
C 1.9633 -4.6606 1.4163 0.15 0.08 -0.06 -1.054
H 2.2328 -4.7544 0.3581 0.07 -0.01 0.01 0.363
H 2.7824 -4.1665 1.9436 0.06 -0.05 -0.05 0.334
H 1.8539 -5.6596 1.8320 -0.01 0.05 -0.01 0.301
C -0.5579 -1.9060 1.3195 -0.20 -0.11 0.05 -0.451
C -0.6401 -0.5801 0.9575 0.05 0.00 0.03 -0.560
H -1.5856 -0.0655 1.0385 -0.12 0.00 0.02 0.500
H -1.4476 -2.3924 1.6839 -0.07 -0.08 0.04 0.390
H 2.7158 -2.4220 0.6086 0.08 -0.08 0.00 0.394
H 2.5353 -0.0704 -0.0222 0.14 -0.01 -0.05 0.502
H -0.0055 0.9424 3.0713 0.05 0.05 0.03 0.059
H 0.5228 2.4723 3.7716 0.05 -0.02 -0.03 0.361
H -1.0561 1.2980 5.2999 -0.05 -0.03 0.11 0.379
C -1.0024 1.9855 -1.2197 0.84 0.31 0.23 -0.056
C -0.7082 1.0314 -2.3302 -0.12 -0.17 -0.39 0.227
C 0.1887 1.3702 -3.3381 -0.12 -0.14 -0.02 -0.557
C 0.4961 0.4275 -4.3026 -0.04 0.04 0.07 -0.433
C -0.1087 -0.8190 -4.2252 0.19 0.08 -0.19 -0.399
N -0.9646 -1.1508 -3.2744 -0.17 -0.49 -0.08 -0.682
C -1.2480 -0.2507 -2.3504 -0.11 0.28 0.21 -0.110
H -1.9432 -0.5720 -1.5849 -0.02 0.08 0.09 0.383
H 0.0980 -1.5901 -4.9557 0.09 0.00 -0.11 0.374
H 1.1908 0.6536 -5.0963 0.05 0.00 -0.08 0.394
H 0.6398 2.3509 -3.3492 0.08 0.08 0.01 0.404
O -2.2117 1.7437 -0.5391 -0.33 -0.13 0.12 -0.581
H -2.9309 1.7212 -1.1835 0.08 0.01 0.04 0.373
H -0.9582 3.0246 -1.5890 0.08 -0.21 0.09 0.553
```
Forces are in eV/Å.

HOMO-LUMO gap (eV): 8.525
Molecular weight (g/mol): 334.36
SMILES string: CCCO[P@@](=O)(c1ccc(N(C)C)cc1)[C@H](O)c1cccnc1
HOMO (hartree): -0.2905
LUMO energy (hartree): 0.023
Strongest force on any atom (eV/A): 1.31
ΔE to the lowest compared entry with this formula, charge and spin (kJ/mol): 26.64

***

Going through the records in order, we get E values of -10629.2427 -112175.3630 -6818.7190 -13525.3039 -66820.8351 -36415.0093 eV.